(1)
Density functional theory data (ωB97M-V/def2-TZVPD) for C18H40Cl10IInOP as an isolated structure in a non-equilibrium geometry.

Each line ends with the Mulliken charge.
Geometry (Å):
C: -3.7029 1.1774 -3.3943  -1.08
C: -3.3998 2.4110 -2.4952  -0.54
C: -1.8837 2.5263 -2.0997  -0.15
C: -1.7143 2.3743 -0.5707  -0.66
C: -0.2937 1.9960 -0.1058  -0.40
C: 0.2322 0.6610 -0.7071  0.08
C: 0.2016 -0.5438 0.2730  0.07
C: -0.2905 -1.7979 -0.5197  -1.41
In: 0.8435 -2.2205 -2.4024  0.54
I: -0.3465 -4.4179 -3.7765  -0.41
P: 0.9022 -0.3229 -4.0991  0.34
O: -0.3024 -0.3707 -5.0654  -0.69
H: -4.6714 0.7301 -3.1291  0.28
H: -3.7797 1.5156 -4.4348  0.29
H: -2.9449 0.3879 -3.3472  0.31
H: -3.6838 3.3013 -3.0724  0.36
H: -3.9936 2.3705 -1.5730  0.34
H: -1.5746 3.5360 -2.4052  0.28
H: -1.3314 1.7902 -2.6949  0.00
H: -1.9455 3.3562 -0.1229  0.37
H: -2.4439 1.6644 -0.1425  -0.02
H: -0.3272 1.8887 0.9924  0.48
H: 0.4356 2.7892 -0.3189  -0.04
H: -0.4054 0.3890 -1.5560  -0.20
H: 1.2791 0.8132 -1.0090  0.37
H: 1.1797 -0.7545 0.7373  -0.18
H: -0.4961 -0.2969 1.0923  0.19
H: -1.3483 -1.6001 -0.7714  0.38
H: -0.2982 -2.6634 0.1650  0.53
H: 2.5276 -2.7545 -2.0497  -0.33
H: 0.8978 0.9772 -3.5052  -0.04
H: 2.1382 -0.3806 -4.8293  0.02
Cl: 3.3704 0.7652 1.3447  -0.10
C: 4.2756 -0.5825 2.0714  -0.65
C: 3.5856 -1.1076 3.3065  -0.35
Cl: 3.6190 0.0672 4.6479  -0.22
H: 5.2849 -0.2374 2.2856  0.40
H: 4.3363 -1.3699 1.3208  0.31
H: 4.0882 -2.0072 3.6583  0.35
H: 2.5449 -1.3528 3.1051  0.25
Cl: 2.5446 -8.0585 -6.9042  -0.20
C: 1.2453 -7.3372 -7.8880  -0.41
C: 0.1287 -6.7723 -7.0419  -0.27
Cl: -0.7944 -8.0470 -6.2079  -0.19
H: 0.8798 -8.1006 -8.5719  0.31
H: 1.6984 -6.5388 -8.4745  0.29
H: -0.5752 -6.2344 -7.6752  0.27
H: 0.5039 -6.0838 -6.2861  0.14
Cl: -1.5831 0.6158 5.8892  -0.14
C: -0.5200 0.8107 7.3059  -0.52
C: 0.7839 0.0647 7.1455  -0.28
Cl: 0.5559 -1.7017 7.1750  -0.19
H: -1.0651 0.4758 8.1859  0.34
H: -0.3215 1.8768 7.4100  0.29
H: 1.4530 0.3100 7.9694  0.31
H: 1.2801 0.3249 6.2131  0.16
Cl: -2.9878 0.6279 2.0791  -0.04
C: -4.0906 1.0345 3.4153  -0.50
C: -4.8339 -0.1745 3.9321  -0.36
Cl: -6.0101 -0.7977 2.7476  -0.20
H: -4.7756 1.8041 3.0652  0.35
H: -3.4795 1.4570 4.2128  0.16
H: -5.3964 0.0939 4.8257  0.34
H: -4.1506 -0.9824 4.1849  0.28
Cl: 1.6063 5.3832 0.7881  -0.20
C: 3.0782 4.3800 0.7549  -0.05
C: 4.2393 5.0524 1.4463  -0.49
Cl: 4.8226 6.4817 0.5538  -0.20
H: 3.3089 4.1532 -0.2839  0.37
H: 2.8413 3.4469 1.2649  -0.07
H: 5.0761 4.3585 1.5144  0.31
H: 3.9727 5.3704 2.4517  0.35

- Net charge: -1
- Orbital gap: 6.7916 eV
- LUMO: 1.8 eV
- Calculated total energy: -6216.26217 Eh
- 2S+1: 1
- Strongest force on any atom: 2.7 eV/Å

(2)
Density functional theory data (ωB97M-V/def2-TZVPD) for a 11-piece molecular cluster, C18H40Cl12F2N5O8S2 overall in a non-equilibrium geometry.

Each line ends with the Mulliken charge.
Geometry (Å):
N: 1.0818 1.0417 0.3104  -0.33
S: 1.8034 0.8286 -1.1076  0.74
O: 1.6229 1.8753 -2.0435  -0.62
O: 1.9660 -0.4964 -1.5988  -0.44
F: 3.2938 1.1457 -0.5811  -0.29
S: -0.2740 0.1488 0.0388  0.34
O: -0.1495 -1.2131 0.4029  -0.45
O: -1.1224 0.4685 -1.0342  -0.08
F: -1.0556 0.7663 1.2649  -0.30
C: -2.9192 -0.9629 3.7001  -0.64
C: -2.2535 -1.7338 4.8238  0.42
O: -2.3802 -1.4091 5.9562  -0.66
N: -1.6201 -2.8688 4.4872  -0.12
C: -1.2892 -3.3498 3.1758  -0.31
H: -3.3853 -1.6562 2.9941  0.41
H: -2.1726 -0.3689 3.1733  -0.02
H: -3.7177 -0.3379 4.0746  0.35
H: -1.1924 -3.3050 5.2912  0.24
H: -1.9687 -4.1255 2.8160  0.31
H: -0.2565 -3.6879 3.1909  0.19
H: -1.3076 -2.5407 2.4460  -0.13
C: 2.9571 4.2747 1.4883  -0.86
C: 1.5131 4.7489 1.4454  0.92
O: 1.2616 5.9391 1.5124  -0.68
N: 0.5470 3.7463 1.4443  0.34
C: -0.8763 4.0168 1.5204  -0.89
H: 3.2707 3.5516 0.7279  0.10
H: 3.2467 3.8879 2.4675  0.20
H: 3.6094 5.1350 1.3259  0.33
H: 0.9216 2.8491 1.1094  -0.06
H: -1.0538 5.0403 1.8186  0.42
H: -1.3679 3.3200 2.2081  0.24
H: -1.3969 3.8318 0.5694  0.24
C: -4.5154 -0.5480 -2.9153  -0.05
C: -3.9020 -1.8791 -2.6284  0.76
O: -4.4885 -2.9257 -2.8890  -0.72
N: -2.6763 -1.8235 -2.0185  0.42
C: -1.7916 -2.9773 -1.8514  -0.78
H: -4.3117 -0.1753 -3.9208  0.15
H: -4.0872 0.2145 -2.2431  -0.81
H: -5.5888 -0.5155 -2.7624  0.31
H: -2.3029 -0.8868 -1.9684  -0.12
H: -1.5321 -3.2828 -2.8731  0.24
H: -2.2670 -3.7792 -1.3054  0.27
H: -0.8758 -2.6311 -1.3855  0.22
C: 2.9029 -1.6477 2.1798  -0.35
C: 2.6279 -0.6949 3.3378  0.65
O: 3.1027 -0.8973 4.4563  -0.73
N: 1.7524 0.2895 3.0683  0.38
C: 1.3750 1.2643 4.1112  -1.04
H: 2.3699 -2.5710 2.3843  0.09
H: 3.9733 -1.8488 2.1750  0.31
H: 2.6465 -1.2382 1.2062  -0.09
H: 1.5193 0.4960 2.0800  0.08
H: 1.1947 0.6914 5.0221  0.41
H: 0.4753 1.7876 3.8209  0.28
H: 2.1927 1.9643 4.2832  0.26
C: -0.9696 -5.6797 0.1867  0.43
Cl: 0.0340 -6.2403 1.5286  -0.17
Cl: -2.6026 -6.3532 0.2346  -0.17
H: -1.0317 -4.6052 0.2360  -0.47
H: -0.5092 -6.0198 -0.7253  0.39
C: 5.0593 -1.2847 -2.1517  -0.08
Cl: 5.8673 -0.9073 -0.6268  -0.18
Cl: 4.7822 0.1420 -3.1140  -0.11
H: 5.6502 -1.9892 -2.7152  0.44
H: 4.1183 -1.7372 -1.8755  -0.10
C: -4.5503 0.9737 -0.2173  -0.05
Cl: -3.8439 2.2847 -1.1556  -0.12
Cl: -4.4244 1.2905 1.5153  -0.16
H: -5.5790 0.8579 -0.5102  0.49
H: -3.9867 0.0675 -0.3796  -0.06
C: 1.4572 -1.4691 -4.6591  -0.23
Cl: 0.2315 -2.5958 -5.2298  -0.18
Cl: 0.6727 0.0495 -4.2894  0.02
H: 1.8455 -1.8460 -3.7291  -0.06
H: 2.2108 -1.3259 -5.4109  0.42
C: 4.1540 3.7239 -3.0019  0.56
Cl: 3.9040 5.2305 -3.8937  -0.20
Cl: 5.8712 3.4667 -2.6353  -0.17
H: 3.6267 3.8208 -2.0736  -0.21
H: 3.8402 2.9076 -3.6217  0.04
C: -1.7206 2.3900 -4.0341  0.98
Cl: -2.4432 1.6799 -5.4565  -0.17
Cl: -2.1825 4.0706 -3.7755  -0.19
H: -1.9737 1.8243 -3.1424  -0.63
H: -0.6367 2.3274 -4.0590  -0.07

- Net charge: -1
- Orbital gap: 9.2120 eV
- LUMO: 1.9 eV
- Calculated total energy: -8104.13134 Eh
- 2S+1: 1
- Strongest force on any atom: 4.6 eV/Å

(3)
Density functional theory data (ωB97M-V/def2-TZVPD) for a 7-piece molecular cluster, C18H40Cl6N4O4 overall in a non-equilibrium geometry.

Each line ends with the Mulliken charge.
Geometry (Å):
Cl: -0.2054 -25.4179 8.3316  -0.17
C: 0.2445 -24.1147 7.2754  -0.31
C: 1.7877 -23.9619 7.1293  -0.51
Cl: 2.7039 -23.9418 8.6252  -0.18
H: -0.2398 -23.2253 7.6785  0.28
H: -0.0574 -24.2930 6.2434  0.26
H: 2.0530 -23.1422 6.4616  0.34
H: 2.2866 -24.7761 6.6038  0.30
Cl: -4.5063 -18.0104 3.4871  -0.18
C: -3.3372 -16.6318 3.6683  -0.51
C: -1.9968 -17.1413 3.4467  -0.33
Cl: -1.7137 -18.2520 4.8504  -0.17
H: -3.5624 -16.2166 4.6506  0.33
H: -3.7015 -15.9680 2.8842  0.28
H: -1.2192 -16.3783 3.4825  0.28
H: -1.9476 -17.5851 2.4524  0.30
Cl: 6.2438 -18.6904 6.1216  -0.21
C: 7.4197 -18.3431 7.4779  -0.38
C: 7.2385 -16.8874 7.9109  -0.50
Cl: 8.2425 -16.4192 9.3296  -0.20
H: 8.4110 -18.6118 7.1128  0.31
H: 7.2149 -19.0509 8.2811  0.30
H: 6.1981 -16.7138 8.1859  0.31
H: 7.2972 -16.1203 7.1387  0.36
C: -1.7299 -27.9610 0.9625  0.17
O: -0.8669 -27.1816 1.2680  -0.57
N: -1.9305 -28.3960 -0.3145  0.07
C: -3.1043 -29.3007 -0.5987  -0.91
C: -1.1729 -27.9219 -1.4890  -0.88
H: -2.2747 -28.5304 1.7314  0.27
H: -4.0328 -28.8237 -0.9127  0.31
H: -3.2870 -29.9304 0.2720  0.32
H: -2.8580 -29.9934 -1.4035  0.30
H: -0.8950 -28.7159 -2.1822  0.27
H: -1.9672 -27.3971 -2.0199  0.35
H: -0.4066 -27.1999 -1.2070  0.30
C: -4.9908 -18.7026 12.4929  0.21
O: -4.6896 -17.9380 13.4194  -0.60
N: -4.1601 -19.2476 11.5805  0.07
C: -4.5801 -20.2246 10.5585  -0.84
C: -2.7676 -19.1471 11.8340  -0.98
H: -5.9918 -19.0979 12.2606  0.26
H: -5.6485 -20.2441 10.3433  0.32
H: -4.1814 -21.2108 10.7966  0.32
H: -4.0900 -19.9348 9.6291  0.28
H: -2.1266 -19.1497 10.9525  0.28
H: -2.5332 -18.4012 12.5935  0.32
H: -2.4825 -20.0694 12.3400  0.36
C: -7.1791 -28.5951 14.4145  0.19
O: -7.5179 -28.8319 15.5826  -0.61
N: -6.0441 -27.9496 14.0729  0.07
C: -5.1463 -27.3500 15.0340  -0.88
C: -5.6922 -27.6965 12.6614  -0.96
H: -7.7368 -28.8728 13.5067  0.30
H: -4.1141 -27.6473 14.8489  0.29
H: -5.5182 -27.6131 16.0243  0.31
H: -5.2826 -26.2723 14.9446  0.33
H: -6.0634 -28.5313 12.0669  0.38
H: -6.0764 -26.7220 12.3598  0.29
H: -4.6130 -27.7952 12.5452  0.32
C: 1.2208 -27.1447 15.0034  0.03
O: 1.2940 -28.1798 15.6029  -0.55
N: 1.2136 -25.8871 15.5750  0.08
C: 1.1777 -24.7622 14.6993  -0.98
C: 1.2970 -25.7905 17.0186  -0.90
H: 1.1442 -27.1390 13.9051  0.34
H: 1.8146 -24.9034 13.8261  0.30
H: 1.2227 -23.8192 15.2440  0.35
H: 0.1435 -24.7595 14.3548  0.37
H: 2.3076 -25.3854 17.0702  0.36
H: 0.6480 -25.0139 17.4232  0.30
H: 1.1449 -26.7267 17.5558  0.30

- Orbital gap: 8.9552 eV
- SMILES string: CN(C)C=O.CN(C)C=O.CN(C)C=O.CN(C)C=O.ClCCCl.ClCCCl.ClCCCl
- LUMO: 0.0 eV
- Calculated total energy: -3990.89865 Eh
- 2S+1: 1
- Strongest force on any atom: 3.0 eV/Å